Formula: C16H23N5O2PS2Sr
Source: OMol25
Level of theory: the ωB97M-V functional and the def2-TZVPD basis

## Properties
- charge = -1

Atoms and positions in Å:
Sr 0.56 0.27 0.62
O -0.52 -1.73 0.87
N -0.01 -2.65 1.59
N 1.14 -2.36 2.06
O 1.75 -1.24 1.82
C 1.77 -3.32 2.91
C 2.96 -2.96 3.53
C 3.60 -3.86 4.37
C 3.05 -5.11 4.60
C 1.87 -5.47 3.97
C 1.22 -4.59 3.13
H 3.36 -1.98 3.32
H 4.52 -3.57 4.85
H 3.55 -5.81 5.26
H 1.45 -6.45 4.14
H 0.30 -4.86 2.63
C 3.13 4.55 -0.02
C 2.19 3.36 -0.13
S 2.68 2.00 0.89
C 1.12 3.42 -0.94
C 0.83 4.66 -1.76
S -0.11 2.18 -1.23
H 3.92 4.31 0.69
H 2.61 5.45 0.34
H 3.59 4.79 -0.98
H 1.57 5.45 -1.62
H -0.16 5.06 -1.49
H 0.79 4.40 -2.82
C -3.48 -0.89 -4.58
N -2.17 -1.34 -4.12
C -2.30 -2.71 -3.63
N -3.31 -2.88 -2.59
C -4.58 -2.37 -3.09
N -4.53 -0.99 -3.57
C -4.28 -0.05 -2.46
P -2.67 -0.34 -1.54
C -1.63 -0.45 -3.09
C -2.92 -2.19 -1.36
H -3.77 -1.52 -5.43
H -3.40 0.14 -4.92
H -1.33 -3.04 -3.23
H -2.57 -3.35 -4.47
H -5.33 -2.44 -2.30
H -4.89 -3.00 -3.93
H -5.11 -0.12 -1.76
H -4.26 0.96 -2.86
H -0.63 -0.78 -2.82
H -1.54 0.56 -3.50
H -3.68 -2.36 -0.60
H -1.99 -2.62 -0.97

Now the Mulliken charges, all in e: Sr 1.289; O -0.631; N -0.455; N 1.073; O -1.104; C 0.252; C -0.461; C -0.438; C -0.433; C -0.438; C -0.287; H 0.403; H 0.350; H 0.361; H 0.349; H 0.436; C -1.547; C 0.670; S -0.665; C 0.380; C -1.286; S -0.611; H 0.338; H 0.309; H 0.320; H 0.345; H 0.219; H 0.245; C -0.946; N 0.124; C -0.971; N 0.071; C -0.923; N 0.073; C -0.835; P 0.299; C -0.667; C -0.730; H 0.290; H 0.396; H 0.406; H 0.277; H 0.395; H 0.307; H 0.416; H 0.397; H 0.390; H 0.438; H 0.446; H 0.363

---

Formula: C3H7N5
Source: OMol25
Level of theory: the ωB97M-V functional and the def2-TZVPD basis

## Properties
- charge = 0

Atoms and positions in Å:
C -0.25 -0.63 0.20
C -0.29 0.87 0.05
N -1.24 -1.61 0.22
N -1.07 1.76 0.80
C 1.17 0.78 -0.20
N 1.04 -0.70 -0.05
N 1.99 -1.56 -0.22
N 0.30 1.24 -1.25
H -0.84 -2.55 0.29
H -1.93 -1.46 0.96
H -0.70 2.70 0.71
H -2.03 1.76 0.49
H 1.63 -2.51 -0.09
H 0.18 0.60 -2.03
H 2.05 1.31 0.11

Now the Mulliken charges, all in e: C 0.391; C 0.230; N -0.577; N -0.567; C -0.255; N 0.649; N -1.210; N -0.542; H 0.249; H 0.267; H 0.287; H 0.264; H 0.164; H 0.262; H 0.385

---

Formula: C11H26N3OP
Source: OMol25
Level of theory: the ωB97M-V functional and the def2-TZVPD basis

## Properties
- charge = 0

Atoms and positions in Å:
H -2.83 -3.26 0.76
N -2.40 -3.26 -0.16
C -1.83 -2.15 -0.40
N -1.20 -1.97 -1.64
N -1.74 -1.07 0.53
C -2.94 -0.19 0.52
C -3.13 0.61 -0.76
C -2.90 2.12 -0.65
C -1.46 2.59 -0.49
P -0.69 2.21 1.15
O 0.93 2.19 0.80
C 1.59 0.94 1.16
C 1.79 0.11 -0.10
C 2.36 1.01 -1.20
C 2.74 -1.08 0.11
C 2.00 -2.27 0.74
C 4.03 -0.76 0.86
H -0.79 -1.04 -1.65
H -1.89 -1.99 -2.39
H -1.71 -1.49 1.44
H -3.82 -0.82 0.70
H -2.86 0.47 1.36
H -2.54 0.23 -1.59
H -4.17 0.48 -1.05
H -3.25 2.55 -1.58
H -3.55 2.55 0.12
H -1.46 3.67 -0.62
H -0.83 2.20 -1.29
H -0.78 3.47 1.80
H 2.51 1.22 1.64
H 0.92 0.43 1.84
H 0.81 -0.26 -0.39
H 3.09 1.71 -0.80
H 1.58 1.60 -1.66
H 2.83 0.42 -1.97
H 3.04 -1.41 -0.88
H 1.40 -2.75 -0.02
H 1.35 -1.90 1.52
H 2.69 -3.00 1.15
H 4.57 -1.68 1.03
H 3.86 -0.28 1.82
H 4.67 -0.12 0.26

Now the Mulliken charges, all in e: H 0.250; N -0.825; C 0.231; N -0.491; N -0.010; C -1.095; C -0.406; C -1.037; C -0.497; P -0.031; O -0.394; C -0.915; C 2.257; C -1.558; C 0.490; C -1.256; C -1.687; H 0.215; H 0.329; H 0.282; H 0.464; H 0.628; H 0.392; H 0.261; H 0.412; H 0.343; H 0.479; H 0.269; H 0.012; H 0.279; H 0.456; H -1.392; H 0.369; H 0.288; H 0.449; H 0.337; H 0.320; H 0.185; H 0.415; H 0.461; H 0.367; H 0.353

---

Formula: C43H84Br18ClFO7S
Source: OMol25
Level of theory: the ωB97M-V functional and the def2-TZVPD basis

## Properties
- charge = 0

Atoms and positions in Å:
C 2.24 3.03 0.68
C 1.46 3.60 1.84
C 0.00 3.17 1.84
C -0.17 1.67 2.05
C -0.95 1.02 0.94
O -0.11 1.13 -0.20
C -0.28 0.31 -1.32
C 1.04 0.54 -2.10
C 2.24 -0.31 -1.69
C 3.48 0.20 -2.40
C 4.05 1.47 -1.77
C 4.74 2.29 -2.83
O 3.73 2.98 -3.55
C 4.07 4.30 -3.91
C 2.80 4.96 -4.40
C -0.39 -1.20 -1.04
C -1.76 -1.82 -0.80
F 0.35 -1.49 0.08
C -1.37 0.79 -2.33
Cl -3.01 1.00 -1.58
O -1.39 -0.17 -3.29
C -2.21 0.00 -4.43
C -3.01 -1.30 -4.60
C -2.06 -2.47 -4.42
C -2.55 -3.76 -5.06
C -1.43 -4.80 -4.97
C -1.39 0.21 -5.71
O -0.02 -0.03 -5.50
C 0.67 0.02 -6.70
C 1.17 1.37 -7.07
O 0.86 -1.00 -7.37
S -0.97 2.52 -3.00
C -2.47 3.36 -3.46
O -0.39 3.33 -1.98
O -0.19 2.42 -4.20
H 3.23 3.47 0.65
H 1.77 3.29 -0.26
H 2.36 1.96 0.73
H 1.47 4.67 1.74
H 1.94 3.38 2.79
H -0.47 3.69 2.67
H -0.43 3.47 0.89
H -0.57 1.40 3.02
H 0.81 1.21 2.02
H -1.88 1.56 0.86
H -1.20 0.01 1.25
H 1.34 1.56 -1.95
H 0.90 0.41 -3.17
H 2.11 -1.35 -1.95
H 2.35 -0.30 -0.61
H 4.24 -0.57 -2.35
H 3.23 0.41 -3.43
H 4.74 1.20 -0.98
H 3.23 2.04 -1.36
H 5.26 1.61 -3.51
H 5.48 2.97 -2.42
H 4.82 4.32 -4.70
H 4.41 4.84 -3.03
H 2.52 4.52 -5.34
H 2.97 6.03 -4.49
H 2.02 4.73 -3.69
H 0.02 -1.74 -1.87
H -1.61 -2.89 -0.76
H -2.46 -1.63 -1.59
H -2.19 -1.53 0.15
H -2.95 0.79 -4.38
H -3.79 -1.35 -3.85
H -3.46 -1.36 -5.58
H -1.86 -2.69 -3.38
H -1.09 -2.25 -4.87
H -3.38 -4.15 -4.48
H -2.79 -3.62 -6.10
H -0.65 -4.46 -4.32
H -1.78 -5.75 -4.58
H -0.97 -4.97 -5.93
H -1.80 -0.40 -6.50
H -1.56 1.24 -6.02
H 2.22 1.43 -6.84
H 0.64 2.16 -6.55
H 1.06 1.53 -8.13
H -2.91 2.96 -4.36
H -2.09 4.34 -3.70
H -3.15 3.47 -2.64
Br -2.38 -1.79 2.99
C -1.60 -1.55 4.76
C -2.65 -1.22 5.79
Br -3.29 0.63 5.70
H -0.84 -0.78 4.66
H -1.13 -2.50 4.99
H -2.25 -1.33 6.79
H -3.53 -1.84 5.69
Br 1.52 0.67 6.25
C 0.03 1.33 7.32
C -0.03 2.83 7.38
Br 1.33 3.54 8.59
H 0.12 0.89 8.30
H -0.87 0.95 6.83
H -0.98 3.15 7.78
H 0.13 3.31 6.42
Br 0.13 -4.49 6.20
C -1.04 -4.98 7.67
C -2.25 -5.72 7.17
Br -3.54 -4.51 6.34
H -1.29 -4.07 8.20
H -0.45 -5.62 8.31
H -2.78 -6.18 7.99
H -2.01 -6.47 6.42
Br -3.98 -3.09 -9.12
C -5.52 -2.07 -8.53
C -5.37 -0.60 -8.84
Br -4.13 0.26 -7.61
H -5.63 -2.26 -7.47
H -6.37 -2.48 -9.07
H -6.32 -0.09 -8.71
H -5.00 -0.42 -9.84
Br 5.60 -3.19 2.38
C 4.45 -3.62 3.89
C 3.19 -4.32 3.44
Br 1.93 -3.08 2.63
H 4.25 -2.69 4.40
H 5.04 -4.27 4.53
H 2.67 -4.76 4.29
H 3.39 -5.09 2.70
Br 2.69 -7.07 -0.13
C 3.33 -5.71 -1.36
C 2.56 -4.42 -1.22
Br 0.80 -4.54 -2.05
H 3.27 -6.13 -2.35
H 4.38 -5.55 -1.09
H 3.07 -3.62 -1.74
H 2.40 -4.14 -0.19
Br 2.42 -7.87 7.49
C 3.26 -7.68 9.24
C 2.25 -7.35 10.30
Br 1.70 -5.48 10.21
H 4.03 -6.92 9.14
H 3.72 -8.64 9.44
H 2.68 -7.47 11.29
H 1.35 -7.94 10.23
Br -4.26 5.31 8.75
C -2.43 5.75 9.27
C -1.96 7.03 8.63
Br -1.52 6.78 6.75
H -1.82 4.91 9.00
H -2.46 5.86 10.35
H -1.04 7.37 9.10
H -2.70 7.82 8.67
Br -0.98 5.84 -6.25
C -0.69 7.23 -4.93
C -1.98 7.72 -4.33
Br -2.94 8.90 -5.55
H -0.13 8.02 -5.42
H -0.07 6.77 -4.16
H -1.78 8.32 -3.44
H -2.66 6.91 -4.08

Atomic partial charges in e from the Mulliken method, atoms 1 to 99: C -0.316; C -1.091; C -0.407; C -0.619; C 0.621; O 0.862; C -0.298; C -0.672; C -0.500; C -1.145; C 0.285; C -1.251; O -0.064; C -0.493; C -0.895; C 0.842; C -1.824; F -0.316; C 0.419; Cl -0.155; O -0.249; C 0.711; C -0.696; C 0.330; C -0.264; C -1.029; C -1.905; O 0.202; C 0.476; C -0.924; O -0.628; S 1.732; C -0.925; O -0.758; O -0.286; H 0.388; H -0.031; H 0.190; H 0.466; H 0.372; H 0.481; H 0.072; H 0.398; H 0.253; H 0.183; H -0.883; H 0.001; H 0.122; H 0.003; H 0.296; H 0.488; H 0.313; H 0.620; H -0.324; H 0.336; H 0.518; H 0.225; H 0.417; H 0.231; H 0.463; H 0.071; H 0.305; H 0.472; H 0.150; H -0.146; H 0.158; H 0.466; H -0.086; H -0.027; H 0.139; H 0.333; H 0.018; H 0.001; H 0.286; H 0.372; H 0.769; H 0.598; H 0.312; H 0.097; H 0.380; H 0.321; H 0.026; H 0.480; Br -0.072; C 0.686; C -0.851; Br -0.209; H 0.073; H -0.435; H 0.398; H 0.444; Br -0.140; C 0.148; C -0.380; Br -0.151; H 0.509; H -0.510; H 0.206; H 0.296

---

Formula: C4H12O2Rb
Source: OMol25
Level of theory: the ωB97M-V functional and the def2-TZVPD basis

## Properties
- charge = +1

Atoms and positions in Å:
Rb -1.13 0.12 -0.88
C -3.55 1.39 2.75
C -2.24 2.14 2.49
O -1.26 1.32 1.91
H -4.07 1.06 1.86
H -4.21 2.00 3.37
H -3.41 0.53 3.42
H -1.86 2.68 3.36
H -2.52 2.91 1.77
H -0.71 1.85 1.33
C 3.01 -2.74 -2.63
C 2.91 -1.28 -2.23
O 1.56 -0.97 -2.00
H 4.04 -3.03 -2.81
H 2.51 -2.85 -3.60
H 2.51 -3.43 -1.95
H 3.27 -0.61 -3.03
H 3.59 -1.03 -1.41
H 1.55 -0.05 -1.71

Now the Mulliken charges, all in e: Rb 0.997; C -1.008; C -0.175; O -0.544; H 0.262; H 0.333; H 0.301; H 0.273; H 0.255; H 0.309; C -1.078; C -0.265; O -0.487; H 0.346; H 0.284; H 0.299; H 0.282; H 0.319; H 0.297

---

Formula: C6H9NO2
Source: OMol25
Level of theory: the ωB97M-V functional and the def2-TZVPD basis

## Properties
- charge = 0

Atoms and positions in Å:
C -0.74 -1.86 -2.65
C -0.19 0.98 -1.36
C -0.04 -0.53 0.25
C 0.42 0.80 0.76
C 1.00 -1.62 0.17
C -0.51 1.56 1.73
N -0.57 -0.20 -1.10
O -1.75 -2.05 -3.13
O 0.54 1.68 -0.45
H -0.30 1.51 -2.33
H -0.85 -0.80 0.93
H 1.43 0.78 1.41
H 1.69 -1.35 -0.68
H 0.58 -2.43 -0.33
H 1.42 -1.77 1.08
H -1.56 1.66 1.33
H -0.10 2.49 1.73
H -0.47 1.15 2.64

Now the Mulliken charges, all in e: C 0.155; C -0.108; C 0.396; C 0.451; C -1.621; C -1.761; N -0.337; O -0.236; O -0.397; H 0.370; H 0.324; H 0.200; H 0.345; H 0.428; H 0.481; H 0.304; H 0.520; H 0.487

---

| no. | highest occupied orbital energy (eV) | E (eV) | Kohn-Sham gap (eV) |
| --- | --- | --- | --- |
| 1 | -2.840 | -60305.910 | 5.371 |
| 2 | -6.846 | -10670.577 | 7.596 |
| 3 | -8.546 | -27634.932 | 9.383 |
| 4 | -9.324 | -1347125.511 | 9.494 |
| 5 | -13.813 | -9086.883 | 9.794 |
| 6 | -9.551 | -11951.002 | 10.528 |